{
  "formula": "C26H37BBr2F3N5O2Si",
  "method": "the ωB97M-V functional and the def2-TZVPD basis",
  "multiplicity": 1,
  "largest_force_ha_per_bohr": 0.019,
  "smiles": "CCOB(O)[SiH2]CC[C@@](F)(Br)C(F)(F)Br.c1cc[nH]c1.c1cc[nH]c1.c1cc[nH]c1.c1cc[nH]c1.c1cc[nH]c1",
  "elements": ["C", "C", "O", "B", "O", "Si", "C", "C", "C", "F", "Br", "C", "F", "F", "Br", "H", "H", "H", "H", "H", "H", "H", "H", "H", "H", "H", "H", "C", "C", "C", "N", "C", "H", "H", "H", "H", "H", "C", "C", "C", "N", "C", "H", "H", "H", "H", "H", "C", "C", "C", "N", "C", "H", "H", "H", "H", "H", "C", "C", "C", "N", "C", "H", "H", "H", "H", "H", "C", "C", "C", "N", "C", "H", "H", "H", "H", "H"],
  "xyz": [[-0.8010, -3.8545, 1.9049], [0.4131, -3.8288, 2.8227], [0.1603, -4.6502, 3.9725], [1.2125, -5.1697, 4.6567], [0.9635, -6.2991, 5.4301], [3.0733, -4.4019, 4.7405], [3.1032, -2.5162, 4.5046], [2.2389, -1.8830, 5.5810], [2.1825, -0.3639, 5.4802], [3.4107, 0.1656, 5.2665], [1.0433, 0.0767, 3.9457], [1.6248, 0.2536, 6.8200], [2.7058, 0.5095, 7.6047], [0.8651, -0.6670, 7.4611], [0.5769, 1.8778, 6.7173], [-0.8918, -2.8777, 1.4367], [-0.6753, -4.5684, 1.1007], [-1.7093, -4.0304, 2.4642], [1.2800, -4.1757, 2.2711], [0.5580, -2.8090, 3.1658], [0.5831, -6.0482, 6.2716], [3.5483, -4.6276, 6.1306], [4.0497, -5.0599, 3.8425], [4.1388, -2.2031, 4.5998], [2.7793, -2.2401, 3.5069], [1.2184, -2.2463, 5.5376], [2.6524, -2.1415, 6.5539], [-2.8515, -4.3584, -2.2075], [-3.1179, -2.9701, -2.0617], [-1.9110, -2.3251, -2.0375], [-0.9274, -3.2676, -2.1609], [-1.4927, -4.5092, -2.2671], [-3.5751, -5.1535, -2.2632], [-4.0844, -2.5013, -1.9848], [-1.6676, -1.2809, -1.9453], [0.0562, -3.0767, -2.1724], [-0.8826, -5.3889, -2.3761], [-0.9066, 2.8164, -4.7544], [-1.7720, 1.7377, -5.0918], [-2.1599, 1.1439, -3.9215], [-1.5651, 1.8227, -2.8922], [-0.8009, 2.8424, -3.3892], [-0.4208, 3.4949, -5.4362], [-2.0752, 1.4365, -6.0801], [-2.8054, 0.3029, -3.7341], [-1.6736, 1.6067, -1.9195], [-0.2534, 3.4971, -2.7338], [2.3336, 0.2247, -8.6846], [0.9804, 0.1737, -9.1152], [0.1958, 0.4445, -8.0257], [1.0203, 0.6538, -6.9558], [2.3235, 0.5244, -7.3483], [3.2115, 0.0613, -9.2864], [0.6248, -0.0365, -10.1095], [-0.8733, 0.5054, -7.9229], [0.7104, 0.8736, -6.0250], [3.1292, 0.6564, -6.6472], [4.1799, 5.2307, 9.5346], [2.8986, 5.7712, 9.8275], [1.9662, 4.8935, 9.3411], [2.6331, 3.8484, 8.7659], [3.9807, 4.0437, 8.8807], [5.1358, 5.6635, 9.7765], [2.6869, 6.6961, 10.3364], [0.8903, 4.9240, 9.3564], [2.1949, 3.0573, 8.3245], [4.6798, 3.3251, 8.4892], [-6.0433, 3.0433, -7.2756], [-4.8892, 3.0767, -6.4457], [-3.9658, 3.8759, -7.0632], [-4.5158, 4.3241, -8.2330], [-5.7814, 3.8229, -8.3701], [-6.9590, 2.5081, -7.0899], [-4.7519, 2.5727, -5.5041], [-2.9703, 4.1621, -6.7711], [-4.0596, 4.9264, -8.8909], [-6.3835, 4.0624, -9.2292]]
}


{
  "formula": "C26H37BF6IO18S",
  "method": "the ωB97M-V functional and the def2-TZVPD basis",
  "multiplicity": 1,
  "total_charge": -1,
  "largest_force_ha_per_bohr": 0.009,
  "elements": ["C", "C", "C", "C", "C", "B", "S", "C", "C", "C", "I", "H", "H", "H", "H", "H", "H", "H", "H", "H", "H", "H", "H", "H", "H", "H", "H", "H", "H", "H", "C", "C", "O", "C", "O", "O", "F", "H", "H", "H", "C", "C", "O", "C", "O", "O", "F", "H", "H", "H", "C", "C", "O", "C", "O", "O", "F", "H", "H", "H", "C", "C", "O", "C", "O", "O", "F", "H", "H", "H", "C", "C", "O", "C", "O", "O", "F", "H", "H", "H", "C", "C", "O", "C", "O", "O", "F", "H", "H", "H"],
  "xyz": [[-1.0710, 1.7388, -2.9600], [0.4048, 1.4298, -2.7419], [0.7306, 1.1943, -1.2494], [1.1823, -0.2303, -0.8919], [2.6916, -0.3104, -0.6789], [3.6396, -0.4792, -2.0105], [4.6140, 1.2514, -2.2609], [4.7185, -1.7109, -1.7964], [4.4405, -3.0120, -2.5884], [5.6663, -3.5975, -3.2641], [6.0049, -2.8126, -5.2242], [-1.2534, 2.0669, -3.9888], [-1.6972, 0.8726, -2.7775], [-1.3752, 2.5595, -2.3084], [0.9962, 2.2654, -3.1144], [0.6919, 0.5359, -3.2907], [-0.1629, 1.4455, -0.6727], [1.5063, 1.8896, -0.9331], [0.6577, -0.5442, 0.0169], [0.8669, -0.9260, -1.6731], [2.9099, -1.1435, -0.0040], [2.9930, 0.5960, -0.1450], [2.9813, -0.6321, -3.0343], [5.8862, 0.8699, -2.3688], [4.7314, -1.9884, -0.7377], [5.7385, -1.3901, -2.0265], [4.0912, -3.7852, -1.8997], [3.6473, -2.8770, -3.3230], [5.5915, -4.6709, -3.4117], [6.5686, -3.3997, -2.6939], [-5.7415, 1.3615, -5.4134], [-5.0156, 2.5433, -4.7956], [-4.5568, 2.0062, -3.5714], [-4.4234, 0.6614, -3.7171], [-3.8445, -0.0463, -2.9671], [-5.0398, 0.2505, -4.8496], [-5.8450, 3.5855, -4.5479], [-6.7807, 1.3436, -5.0818], [-5.6925, 1.3258, -6.4971], [-4.1581, 2.9061, -5.3637], [-5.1777, -0.2788, -0.1174], [-4.1347, -0.8543, 0.8216], [-4.8571, -0.9377, 2.0508], [-6.1766, -1.0273, 1.7692], [-7.0182, -1.3168, 2.5588], [-6.4038, -0.7464, 0.4737], [-3.0751, -0.0439, 0.9889], [-5.1535, 0.8110, -0.0842], [-5.0882, -0.6221, -1.1400], [-3.7806, -1.8511, 0.5573], [-8.1795, 0.9845, 4.7082], [-7.1325, 1.9813, 5.1600], [-7.7165, 2.5325, 6.3261], [-8.5893, 1.6202, 6.8429], [-9.0759, 1.6887, 7.9189], [-8.8022, 0.6296, 5.9505], [-6.9253, 2.9699, 4.2555], [-8.9123, 1.4704, 4.0623], [-7.7794, 0.1029, 4.2168], [-6.1680, 1.5428, 5.4193], [4.9822, 0.2061, 1.8806], [4.3859, -1.0326, 2.5279], [4.8594, -2.0617, 1.6684], [6.0131, -1.6343, 1.0829], [6.7820, -2.3371, 0.5139], [6.1727, -0.3163, 1.2760], [3.0388, -0.9951, 2.5238], [4.3120, 0.5878, 1.1088], [5.2414, 0.9917, 2.5832], [4.7304, -1.2494, 3.5422], [5.2817, -5.3312, 1.4732], [4.4461, -5.4455, 2.7326], [3.3516, -4.6073, 2.4580], [3.2033, -4.5153, 1.0970], [2.2510, -4.0844, 0.5530], [4.2878, -5.0534, 0.4842], [5.0956, -4.9990, 3.8416], [5.9703, -4.4903, 1.5440], [5.8198, -6.2400, 1.2182], [4.0768, -6.4523, 2.9422], [1.1948, 5.8582, 1.0456], [-0.0637, 5.0323, 0.8589], [0.4372, 3.7186, 0.8438], [1.6024, 3.6898, 1.5585], [2.1443, 2.7197, 1.9500], [2.0278, 4.9638, 1.7806], [-0.6861, 5.2959, -0.3176], [1.6481, 6.0775, 0.0778], [1.0434, 6.7753, 1.6074], [-0.7974, 5.1298, 1.6619]]
}


{
  "formula": "C26H37Cl2N3O5S3ScSi2Te",
  "method": "the ωB97M-V functional and the def2-TZVPD basis",
  "multiplicity": 1,
  "relative_energy_kj_mol": 251.38,
  "total_charge": 1,
  "largest_force_ha_per_bohr": 0.084,
  "elements": ["Sc", "O", "C", "O", "C", "C", "C", "C", "C", "N", "C", "O", "O", "H", "H", "H", "H", "H", "Cl", "C", "C", "C", "C", "C", "Cl", "C", "S", "H", "H", "H", "C", "O", "C", "S", "S", "H", "H", "H", "C", "Si", "C", "C", "C", "Te", "C", "Si", "C", "C", "C", "H", "H", "H", "H", "H", "H", "H", "H", "H", "H", "H", "H", "H", "H", "H", "H", "H", "H", "H", "H", "H", "H", "N", "C", "C", "C", "N", "H", "H", "H", "H"],
  "xyz": [[-0.5917, 1.7435, -1.5577], [-0.7434, 2.5971, 2.8060], [-0.4244, 2.1267, 1.5999], [-0.9989, 1.2794, 0.9517], [0.8015, 2.8000, 1.1543], [1.7861, 3.3323, 1.9554], [2.7422, 4.1551, 1.2805], [2.5766, 4.4529, -0.0638], [1.6387, 3.7353, -0.7438], [0.7277, 2.9566, -0.1455], [1.4028, 3.8480, -2.2734], [2.3363, 3.9562, -3.1248], [0.2296, 3.7658, -2.6829], [-1.3729, 2.0175, 3.3110], [1.8581, 3.2536, 3.0355], [3.4851, 4.7455, 1.8113], [3.1837, 5.1649, -0.6128], [3.1650, 3.4779, -2.8350], [1.1259, 0.8743, -4.9537], [1.5635, -0.4658, -4.0241], [1.4358, -1.7050, -4.7085], [1.8358, -2.8051, -4.0587], [2.5506, -2.6547, -2.8434], [2.7423, -1.4054, -2.2708], [4.0174, -1.2667, -1.0183], [2.1393, -0.2769, -2.7452], [1.9384, 1.1409, -1.7363], [0.9445, -1.6732, -5.7278], [1.5943, -3.7588, -4.4903], [3.0902, -3.5358, -2.4572], [-1.8811, 2.5344, -4.6429], [-1.7284, 1.6092, -3.5385], [-1.8401, 0.2597, -3.7470], [-2.6245, -0.3799, -5.0696], [-1.2409, -0.4923, -2.2741], [-1.3073, 2.1452, -5.5066], [-1.5382, 3.5411, -4.3298], [-2.8954, 2.6019, -5.0069], [3.0084, 0.0207, 4.8221], [2.7593, -0.7033, 3.1173], [3.5917, 0.6586, 2.0515], [3.6327, -2.4236, 3.0152], [0.8324, -0.9046, 2.7190], [0.2894, -2.0831, 0.9980], [-1.6831, -2.3853, 1.7505], [-2.4874, -4.1510, 1.7076], [-1.4280, -5.4801, 2.4518], [-2.9468, -4.6767, -0.0931], [-4.0768, -3.9387, 2.6146], [2.0041, -0.1958, 5.3680], [3.0278, 1.0789, 4.7783], [3.7477, -0.4617, 5.3728], [4.5468, 0.2655, 1.7083], [3.8083, 1.5470, 2.6761], [2.9952, 0.9260, 1.2183], [4.6618, -2.2252, 2.9506], [3.2748, -3.0237, 2.1469], [3.3244, -2.9780, 3.9199], [0.4202, 0.0552, 2.6495], [0.4148, -1.4807, 3.5611], [-2.3947, -1.6753, 1.2213], [-1.6347, -2.0689, 2.7967], [-0.5017, -5.6895, 1.9256], [-2.0214, -6.3483, 2.5325], [-1.2120, -5.2071, 3.5260], [-2.1637, -4.9157, -0.7963], [-3.5404, -3.9686, -0.6284], [-3.5271, -5.5789, 0.1171], [-4.2744, -2.8702, 2.7668], [-3.9864, -4.5308, 3.5136], [-4.9853, -4.2527, 2.1104], [-2.8927, 3.5437, -1.1015], [-4.2144, 3.8404, -1.1412], [-4.8962, 2.6095, -1.1610], [-3.8652, 1.6405, -1.0575], [-2.6669, 2.1808, -1.0581], [-2.1792, 4.2126, -0.9317], [-4.6586, 4.8369, -0.8847], [-5.9359, 2.5402, -1.0168], [-3.8907, 0.5659, -0.9531]]
}


{
  "formula": "C26H37F14NO9S3",
  "method": "the ωB97M-V functional and the def2-TZVPD basis",
  "multiplicity": 1,
  "relative_energy_kj_mol": 7.21,
  "largest_force_ha_per_bohr": 0.031,
  "smiles": "CCCN[C@]1(C(F)(F)C(F)(F)F)OC(=O)O[C@H]1CCC(F)(F)C(F)(F)C(F)(F)C(F)(F)F.O=S1(=O)CCCC1.O=S1(=O)CCCC1.O=S1(=O)CCCC1",
  "elements": ["C", "C", "C", "N", "C", "C", "F", "F", "C", "F", "F", "F", "O", "C", "O", "O", "C", "C", "C", "C", "F", "F", "C", "F", "F", "C", "F", "F", "C", "F", "F", "F", "H", "H", "H", "H", "H", "H", "H", "H", "H", "H", "H", "H", "H", "O", "S", "O", "C", "C", "C", "C", "H", "H", "H", "H", "H", "H", "H", "H", "O", "S", "O", "C", "C", "C", "C", "H", "H", "H", "H", "H", "H", "H", "H", "O", "S", "O", "C", "C", "C", "C", "H", "H", "H", "H", "H", "H", "H", "H"],
  "xyz": [[2.6571, -0.8360, 2.5676], [3.8666, -0.0370, 3.0960], [4.1564, 1.1173, 2.1454], [5.0726, 2.1294, 2.7040], [4.6878, 3.4982, 2.6681], [5.1902, 4.2892, 1.4203], [6.4871, 3.9596, 1.2212], [5.1426, 5.6185, 1.6745], [4.4396, 4.0430, 0.0540], [5.2956, 3.6291, -0.8782], [3.8674, 5.1660, -0.3841], [3.4881, 3.1095, 0.1751], [5.5048, 4.1454, 3.6941], [4.7614, 4.7622, 4.6206], [5.1777, 5.5243, 5.4398], [3.4859, 4.3376, 4.5166], [3.2549, 3.7817, 3.2110], [2.3437, 4.7729, 2.4958], [0.9128, 4.6599, 3.0482], [0.1992, 3.3605, 2.6816], [0.8653, 2.6565, 1.7199], [0.0947, 2.5625, 3.7864], [-1.2235, 3.6046, 2.1251], [-1.8900, 4.4551, 2.9356], [-1.0652, 4.2226, 0.9287], [-2.0754, 2.3040, 1.8886], [-2.4330, 2.2450, 0.5867], [-1.3655, 1.1948, 2.1702], [-3.3920, 2.2451, 2.7101], [-3.1741, 2.4655, 4.0040], [-4.2680, 3.1302, 2.2384], [-3.9172, 1.0199, 2.5754], [1.9333, -1.0170, 3.3588], [2.9424, -1.7833, 2.1252], [2.1334, -0.2867, 1.7903], [4.7326, -0.6866, 3.1846], [3.6060, 0.3721, 4.0701], [4.5856, 0.7096, 1.2280], [3.2069, 1.5476, 1.8584], [6.0194, 2.0091, 2.3776], [2.7471, 2.8493, 3.4262], [2.6744, 5.7892, 2.6847], [2.2871, 4.6157, 1.4284], [0.9398, 4.7063, 4.1339], [0.3360, 5.5188, 2.7179], [0.8617, -2.8515, -2.2749], [0.5635, -2.2916, -0.9790], [1.6220, -1.8465, -0.1032], [-0.6236, -0.9742, -1.1948], [-1.9762, -1.6680, -1.0916], [-1.8578, -2.6555, 0.0776], [-0.5312, -3.4102, -0.0971], [-0.4444, -0.4869, -2.1509], [-0.4733, -0.2701, -0.3802], [-2.7778, -0.9472, -0.9326], [-2.1871, -2.2084, -2.0172], [-1.8477, -2.1050, 1.0208], [-2.7005, -3.3377, 0.1101], [-0.0682, -3.6699, 0.8513], [-0.6463, -4.3028, -0.7088], [-0.7088, -3.0279, -5.8235], [0.3240, -2.2967, -6.5131], [0.1322, -0.9156, -6.8790], [1.8635, -2.4756, -5.6193], [2.4925, -3.7349, -6.2063], [2.2839, -3.6442, -7.7247], [0.8230, -3.2416, -7.9625], [1.6606, -2.5491, -4.5527], [2.4683, -1.5941, -5.8305], [3.5471, -3.8088, -5.9464], [1.9861, -4.6185, -5.8128], [2.9476, -2.8823, -8.1377], [2.5153, -4.5845, -8.2229], [0.6984, -2.6159, -8.8421], [0.1665, -4.1068, -8.0267], [-4.6512, -3.6145, 0.9823], [-6.0526, -3.8782, 1.2103], [-6.4735, -4.7224, 2.2963], [-6.9169, -2.3127, 1.2820], [-7.2991, -2.0289, -0.1674], [-7.7986, -3.3631, -0.7397], [-6.7888, -4.4433, -0.3305], [-6.2613, -1.5648, 1.7219], [-7.7965, -2.4565, 1.9084], [-8.0571, -1.2503, -0.2323], [-6.4220, -1.6912, -0.7237], [-8.7787, -3.5960, -0.3199], [-7.9075, -3.3223, -1.8220], [-7.2525, -5.4100, -0.1546], [-5.9853, -4.5453, -1.0572]]
}


| no. | M (u) | LUMO level (eV) | total energy (Ha) |
| --- | --- | --- | --- |
| 1 | 707.315 | -0.23 | -7199.16491 |
| 2 | 921.335 | 1.71 | -3687.31508 |
| 3 | 867.433 | -4.03 | -5276.00139 |
| 4 | 869.753 | 0.36 | -4337.54522 |